Entry 1:
Here is a molecular structure, C33H55GeN6PdSSi5 from the OMol25 dataset. Energies are from the ωB97M-V functional and the def2-TZVPD basis.

Positions of all 102 atoms, in Å:
Pd  0.002  -0.744  -0.654
C  -3.252  1.601  1.935
Si  -3.186  0.614  0.317
C  -4.616  1.288  -0.733
C  -3.576  -1.188  0.724
N  -1.715  0.670  -0.526
C  -1.194  1.766  -1.158
C  -1.528  3.107  -0.934
C  -0.825  4.143  -1.554
C  0.210  3.872  -2.428
C  0.519  2.534  -2.715
C  -0.184  1.496  -2.137
N  0.061  0.137  -2.488
Si  -1.117  -0.531  -3.574
C  -2.315  -1.848  -2.937
C  -2.173  0.840  -4.330
C  -0.217  -1.318  -5.039
H  -4.255  2.007  2.103
H  -2.548  2.436  1.934
H  -2.999  0.977  2.797
H  -4.510  2.362  -0.905
H  -5.568  1.122  -0.216
H  -4.665  0.797  -1.708
H  -4.550  -1.487  0.326
H  -3.581  -1.369  1.803
H  -2.823  -1.840  0.278
H  -2.307  3.348  -0.219
H  -1.083  5.171  -1.318
H  0.773  4.677  -2.888
H  1.309  2.283  -3.416
H  -3.222  -1.378  -2.552
H  -1.871  -2.410  -2.114
H  -2.594  -2.550  -3.731
H  -2.919  1.200  -3.619
H  -2.690  0.471  -5.223
H  -1.555  1.695  -4.614
H  0.611  -1.951  -4.722
H  0.197  -0.536  -5.683
H  -0.907  -1.922  -5.637
S  -1.636  1.164  6.697
N  -0.902  2.137  5.557
C  -0.673  1.339  4.509
C  -0.035  1.741  3.284
C  0.406  3.062  3.091
C  1.034  3.400  1.924
C  1.251  2.393  0.967
N  0.850  1.155  1.121
C  0.171  0.816  2.238
C  -0.328  -0.538  2.372
N  -0.216  -1.423  1.339
C  -0.618  -2.667  1.514
C  -1.187  -3.138  2.705
C  -1.353  -2.265  3.741
C  -0.925  -0.931  3.599
C  -1.097  0.004  4.665
N  -1.672  -0.274  5.854
H  0.223  3.782  3.879
H  1.362  4.411  1.724
H  1.763  2.623  0.038
H  -0.506  -3.322  0.661
H  -1.493  -4.174  2.771
H  -1.808  -2.557  4.678
C  3.326  0.735  -1.608
Si  3.264  -0.909  -2.535
C  5.072  -1.497  -2.614
C  2.872  -0.529  -4.339
Ge  1.740  -2.285  -1.283
Si  3.199  -2.939  0.529
C  4.857  -3.701  -0.050
C  3.607  -1.432  1.591
C  2.547  -4.243  1.746
Si  1.157  -4.460  -2.126
C  0.717  -4.682  -3.953
C  -0.345  -5.119  -1.174
C  2.510  -5.775  -1.862
H  3.415  1.567  -2.314
H  4.186  0.771  -0.933
H  2.421  0.888  -1.018
H  5.646  -0.734  -3.153
H  5.186  -2.443  -3.149
H  5.518  -1.612  -1.624
H  2.974  -1.404  -4.986
H  3.592  0.229  -4.669
H  1.865  -0.128  -4.438
H  4.921  -3.824  -1.132
H  4.996  -4.684  0.409
H  5.694  -3.070  0.261
H  3.793  -0.540  0.990
H  4.487  -1.624  2.213
H  2.763  -1.201  2.247
H  2.177  -5.141  1.245
H  1.754  -3.852  2.379
H  3.375  -4.543  2.398
H  -0.271  -4.281  -4.186
H  0.709  -5.759  -4.153
H  1.435  -4.215  -4.629
H  -1.104  -4.356  -0.995
H  -0.043  -5.533  -0.208
H  -0.813  -5.926  -1.749
H  3.131  -5.862  -2.758
H  2.030  -6.746  -1.695
H  3.172  -5.581  -1.020

Computed properties:
<S²>: 0.7745
Total charge: -2
HOMO energy (alpha / beta) (hartree): -0.0017 / -0.0560
Kohn-Sham gap (alpha / beta) (eV): 4.43 / 5.91
Multiplicity: 2

Results of the Löwdin charge analysis, in e, for atoms 1 through 99:
1 Pd 0.634
2 C -0.158
3 Si 0.368
4 C -0.189
5 C -0.166
6 N -0.120
7 C -0.374
8 C -0.068
9 C -0.144
10 C -0.146
11 C -0.086
12 C -0.383
13 N -0.223
14 Si 0.369
15 C -0.181
16 C -0.165
17 C -0.198
18 H 0.021
19 H 0.018
20 H 0.017
21 H 0.013
22 H 0.014
23 H 0.008
24 H 0.019
25 H 0.019
26 H -0.004
27 H 0.082
28 H 0.081
29 H 0.074
30 H 0.095
31 H 0.012
32 H -0.017
33 H 0.016
34 H 0.018
35 H 0.020
36 H 0.025
37 H -0.012
38 H 0.022
39 H 0.021
40 S 0.758
41 N -0.292
42 C -0.375
43 C -0.110
44 C -0.021
45 C -0.057
46 C -0.142
47 N 0.113
48 C -0.173
49 C -0.150
50 N -0.010
51 C -0.193
52 C -0.068
53 C -0.017
54 C -0.107
55 C -0.379
56 N -0.305
57 H 0.103
58 H 0.093
59 H 0.095
60 H 0.055
61 H 0.099
62 H 0.105
63 C -0.233
64 Si 0.318
65 C -0.247
66 C -0.241
67 Ge 0.539
68 Si 0.322
69 C -0.248
70 C -0.220
71 C -0.227
72 Si 0.310
73 C -0.241
74 C -0.242
75 C -0.233
76 H 0.024
77 H 0.019
78 H -0.025
79 H 0.018
80 H 0.016
81 H -0.001
82 H 0.021
83 H 0.023
84 H -0.023
85 H -0.003
86 H 0.013
87 H 0.016
88 H 0.004
89 H 0.020
90 H 0.017
91 H 0.010
92 H 0.005
93 H 0.021
94 H 0.012
95 H 0.019
96 H 0.015
97 H -0.003
98 H 0.017
99 H 0.024


Entry 2:
Here is 3 unconnected molecules or ions with the total composition C2H8N2O4 from the OMol25 dataset. Energies are from the ωB97M-V functional and the def2-TZVPD basis.

Positions of all 16 atoms, in Å:
N  -0.639  -1.704  -1.502
C  -0.488  -0.718  -0.605
O  -1.213  0.246  -0.503
N  0.711  -0.774  0.142
C  1.837  -1.520  -0.107
O  1.921  -2.508  -0.801
H  0.028  -2.459  -1.613
H  -1.195  -1.701  -2.347
H  0.783  -0.053  0.856
H  2.725  -1.094  0.369
O  -0.661  3.410  -0.024
H  -0.186  2.604  0.181
H  -0.912  3.444  -0.952
O  -0.872  2.068  2.659
H  -1.813  1.886  2.525
H  -0.942  2.315  3.597

Computed properties:
HOMO energy (hartree): -0.3881
Kohn-Sham gap (eV): 11.15
SMILES string: NC(=O)NC=O.O.O

Calculated atomic charges, method Löwdin, unit e:
1 N 0.187
2 C -0.580
3 O 0.065
4 N 0.136
5 C -0.306
6 O 0.032
7 H 0.086
8 H 0.123
9 H 0.146
10 H 0.133
11 O -0.068
12 H -0.005
13 H 0.033
14 O -0.068
15 H 0.044
16 H 0.043


Entry 3:
Here is a molecular structure, C15H17AuN2S3Sb from the OMol25 dataset. Energies are from the ωB97M-V functional and the def2-TZVPD basis.

Positions of all 39 atoms, in Å:
Au  -1.013  1.503  -1.650
C  -1.383  -0.730  3.529
C  -1.963  -0.754  2.115
C  -1.161  -1.608  1.163
C  -1.265  -2.995  1.250
C  -0.575  -3.822  0.385
C  0.229  -3.270  -0.603
C  0.361  -1.897  -0.733
C  1.200  -1.312  -1.842
C  2.498  -0.631  -1.411
C  -0.322  -1.076  0.180
N  -0.180  0.328  0.041
C  0.384  1.062  0.944
C  0.446  2.455  0.755
C  1.006  3.512  1.476
C  0.755  4.662  0.729
C  0.054  4.259  -0.413
N  -0.127  2.933  -0.395
H  -2.012  -0.141  4.197
H  -0.381  -0.298  3.544
H  -1.306  -1.739  3.936
H  -2.052  0.262  1.729
H  -2.978  -1.156  2.154
H  -1.915  -3.423  2.005
H  -0.675  -4.896  0.467
H  0.754  -3.916  -1.297
H  0.585  -0.598  -2.398
H  1.441  -2.120  -2.537
H  2.311  0.253  -0.803
H  3.053  -0.310  -2.293
H  3.125  -1.318  -0.841
H  0.820  0.600  1.827
H  1.527  3.439  2.417
H  1.042  5.671  0.971
H  -0.306  4.863  -1.231
S  0.233  -1.375  -5.111
Sb  -0.682  0.802  -5.172
S  -2.287  0.726  -3.334
S  0.762  2.056  -3.751

Computed properties:
<S²>: 3.7717
HOMO energy (alpha / beta) (hartree): -0.2998 / -0.2999
Kohn-Sham gap (alpha / beta) (eV): 8.03 / 5.29
Multiplicity: 4

Calculated atomic charges, method Löwdin, unit e:
1 Au 0.615
2 C -0.087
3 C -0.201
4 C -0.171
5 C -0.044
6 C -0.071
7 C -0.034
8 C -0.162
9 C -0.252
10 C -0.081
11 C -0.182
12 N -0.032
13 C -0.078
14 C -0.338
15 C -0.039
16 C -0.091
17 C -0.155
18 N -0.122
19 H 0.074
20 H 0.061
21 H 0.073
22 H 0.101
23 H 0.115
24 H 0.116
25 H 0.104
26 H 0.113
27 H 0.000
28 H 0.081
29 H 0.057
30 H 0.071
31 H 0.080
32 H 0.144
33 H 0.103
34 H 0.091
35 H 0.106
36 S -0.025
37 Sb 0.246
38 S -0.095
39 S -0.090


Entry 4:
Here is a molecular structure, C32H36Cl2F8I2N2O4S2 from the OMol25 dataset. Energies are from the ωB97M-V functional and the def2-TZVPD basis.

Positions of all 88 atoms, in Å:
C  6.593  3.518  -1.574
C  6.092  2.447  -2.520
N  6.314  1.080  -2.015
C  6.348  0.071  -3.099
C  7.514  -0.930  -2.981
C  5.486  0.697  -0.976
S  5.639  -0.757  -0.231
S  4.195  1.791  -0.410
C  2.810  0.638  -0.148
C  2.558  0.341  1.332
C  1.106  0.631  1.789
C  0.034  0.288  0.776
C  -0.898  1.239  0.358
Cl  -0.816  2.848  1.013
C  -1.911  0.977  -0.586
C  -2.885  2.050  -1.012
C  -2.738  2.492  -2.477
C  -3.951  3.300  -2.933
C  -5.003  2.426  -3.616
C  -3.503  4.366  -3.947
C  -1.945  -0.328  -1.099
C  -1.038  -1.301  -0.694
C  -0.059  -0.999  0.243
N  0.872  -2.023  0.654
C  0.698  -2.457  1.776
O  0.560  -2.914  2.808
C  -1.137  -2.670  -1.276
O  -0.803  -3.663  -0.687
C  -1.709  -2.720  -2.647
Cl  -1.196  -4.064  -3.577
C  -2.583  -1.812  -3.078
C  -3.264  -1.690  -4.402
I  -1.817  -1.349  -5.965
C  -4.386  -2.745  -4.694
C  -4.922  -3.357  -3.415
I  -3.990  -4.286  -6.145
C  -2.977  -0.765  -2.081
O  -4.116  -0.356  -2.111
H  6.299  4.491  -1.959
H  7.674  3.503  -1.493
H  6.176  3.420  -0.576
H  6.657  2.540  -3.442
H  5.052  2.623  -2.790
H  6.424  0.564  -4.062
H  5.412  -0.482  -3.106
H  7.105  -1.933  -2.921
H  8.187  -0.880  -3.829
H  8.040  -0.765  -2.050
H  1.966  1.105  -0.647
H  3.064  -0.271  -0.683
H  2.829  -0.672  1.596
H  3.201  0.993  1.911
H  1.045  1.667  2.075
H  0.909  0.036  2.682
H  -3.878  1.631  -0.873
H  -2.834  2.900  -0.353
H  -2.526  1.664  -3.146
H  -1.862  3.141  -2.512
H  -4.423  3.788  -2.082
H  -5.538  1.828  -2.883
H  -4.531  1.752  -4.329
H  -5.731  3.020  -4.163
H  -3.132  3.837  -4.821
H  -4.330  4.999  -4.247
H  -2.703  4.954  -3.506
H  -3.786  -0.745  -4.371
H  -5.203  -2.183  -5.125
H  -4.159  -3.882  -2.852
H  -5.369  -2.557  -2.830
H  -5.707  -4.070  -3.638
C  0.318  -1.986  6.459
C  -0.575  -3.081  7.067
C  -2.059  -3.083  6.693
F  -2.676  -1.948  7.076
F  -2.665  -4.117  7.323
F  -0.432  -3.087  8.410
F  -0.082  -4.266  6.609
O  0.603  -0.837  7.242
C  -0.245  0.242  7.279
C  -0.838  0.463  8.674
F  -1.493  -0.631  9.102
F  -1.717  1.490  8.619
F  -1.201  0.162  6.333
F  0.496  1.336  6.997
H  1.291  -2.458  6.338
H  -0.005  -1.716  5.453
H  -2.181  -3.214  5.614
H  -0.044  0.702  9.385

Computed properties:
HOMO energy (hartree): -0.3072
Kohn-Sham gap (eV): 6.79

Calculated atomic charges, method Löwdin, unit e:
1 C -0.100
2 C -0.288
3 N -0.188
4 C -0.236
5 C -0.096
6 C -1.037
7 S 0.703
8 S 0.924
9 C -0.471
10 C -0.239
11 C -0.145
12 C -0.176
13 C -0.478
14 Cl 0.779
15 C -0.135
16 C -0.161
17 C -0.157
18 C -0.422
19 C -0.074
20 C -0.076
21 C -0.022
22 C -0.018
23 C -0.119
24 N 0.210
25 C -0.309
26 O 0.230
27 C -0.339
28 O 0.129
29 C -0.539
30 Cl 0.760
31 C -0.269
32 C -0.718
33 I 0.825
34 C -0.796
35 C -0.167
36 I 0.775
37 C -0.271
38 O 0.122
39 H 0.079
40 H 0.078
41 H 0.032
42 H 0.112
43 H 0.094
44 H 0.107
45 H 0.103
46 H 0.061
47 H 0.064
48 H 0.056
49 H 0.072
50 H 0.047
51 H 0.087
52 H 0.092
53 H 0.065
54 H 0.115
55 H 0.116
56 H 0.068
57 H 0.111
58 H 0.115
59 H 0.133
60 H 0.071
61 H 0.072
62 H 0.076
63 H 0.083
64 H 0.074
65 H 0.073
66 H 0.050
67 H 0.067
68 H 0.070
69 H 0.083
70 H 0.066
71 C -0.040
72 C -0.442
73 C -0.303
74 F 0.096
75 F 0.098
76 F 0.134
77 F 0.106
78 O 0.050
79 C -0.544
80 C -0.286
81 F 0.103
82 F 0.099
83 F 0.147
84 F 0.142
85 H 0.150
86 H 0.133
87 H 0.173
88 H 0.176


Calculated energy above the lowest of the compared OMol25 structures with the same formula, charge and spin (kcal/mol), listed in the same order as above: 0.0; 23.2; 0.4; 0.0
Calculated maximum force (Eh/bohr), listed in the same order as above: 0.0110; 0.0439; 0.0060; 0.0497